[1]
# C9H20BNOS

The molecule C9H20BNOS (wB97M-V/def2-TZVPD, OMol25).

Summary:
Spin multiplicity: 1
Charge: 0
Kohn-Sham gap: 9.20 eV
Structure (SMILES): CC1(C)SB1NC(C)(C)C(C)(C)O
Energy relative to the best compared isomer or geometry (same formula, charge and spin): 10.9 kJ/mol
DFT total energy: -907.93607 Ha

Geometry as XYZ:
```
33
Properties=species:S:1:pos:R:3:forces:R:3
C -3.69744 -0.58971 -1.51045 2.050 0.466 -1.271
C -3.05195 -0.16250 -0.24634 -0.665 2.788 -0.227
C -3.89389 0.96231 0.39887 1.267 -0.593 0.564
S -2.32496 -1.34254 0.92740 -0.461 -1.116 1.043
B -1.58282 0.01190 0.09853 0.166 -1.045 -0.434
N -0.34926 0.50707 -0.19779 0.407 1.759 -1.013
C 0.94896 0.52814 0.52116 -0.701 -0.553 -0.004
C 0.63017 0.45404 2.03521 3.222 -0.139 0.538
C 1.62893 1.84475 0.06701 1.766 -1.981 0.501
C 1.72973 -0.77497 0.03058 0.569 -2.312 0.729
C 1.84253 -1.07262 -1.46117 0.360 2.309 0.721
C 3.13016 -1.05581 0.66007 -4.040 0.559 4.448
O 0.97469 -1.97370 0.50499 1.275 1.429 0.242
H -4.49799 -1.18737 -1.31788 -2.414 -1.950 0.750
H -2.96825 -1.20038 -2.02908 -0.088 -0.083 -0.756
H -4.13200 0.20096 -2.15119 0.816 0.023 0.371
H -4.84482 0.47692 0.70629 -0.001 1.172 -0.536
H -3.33896 1.16557 1.32278 -0.509 0.509 0.111
H -3.81000 1.88725 -0.26039 -0.974 -1.239 0.827
H -0.36510 1.18549 -0.97322 0.134 -0.553 0.615
H -0.03870 1.20531 2.29263 -1.280 1.504 0.381
H 1.51781 0.54805 2.75271 -0.668 0.418 -1.418
H 0.26687 -0.46264 2.41074 -0.863 -1.273 -0.395
H 2.69284 1.63829 0.34032 -0.516 0.841 -0.452
H 1.33815 2.81319 0.43395 -0.558 -0.008 0.764
H 1.52874 1.89410 -1.00459 0.340 -0.019 -0.557
H 2.33314 -1.98595 -1.47526 1.026 -1.697 -0.359
H 2.40414 -0.34299 -2.05031 -0.104 0.067 0.057
H 0.88179 -1.22709 -1.83956 -1.555 0.007 -0.974
H 3.46345 -2.06342 0.63724 0.352 -0.730 -1.117
H 2.87122 -1.02252 1.83868 0.890 0.351 -2.329
H 3.78054 -0.28667 0.44711 1.925 1.274 -0.541
H 0.10100 -1.84766 0.16475 -1.169 -0.184 -0.280
```
Positions in Å, forces in eV/Å.


[2]
# C9H20ClEuNiSi

A structure of composition C9H20ClEuNiSi (wB97M-V/def2-TZVPD, OMol25).

Summary:
Spin multiplicity: 9
Charge: -2
Kohn-Sham gap (spin up / spin down): 4.78 / 5.17 eV
Expectation value of S²: 20.021
DFT total energy: -3323.06340 Ha

Geometry as XYZ:
```
33
Properties=species:S:1:pos:R:3:forces:R:3
Eu 1.23805 -2.38262 -3.69583 -0.293 0.405 -0.473
Cl 2.23438 -3.07588 -1.47632 0.630 -0.583 1.308
C 2.84559 -1.96892 -5.59853 0.146 -0.058 -0.077
C 0.44778 -4.65390 -4.40172 -0.019 -0.120 -0.154
H 2.36436 -2.38411 -6.50700 0.289 0.250 0.145
H 2.74764 -0.86772 -5.56772 0.251 -0.024 -0.358
H 3.90713 -2.27064 -5.53338 -0.338 0.222 -0.185
H 0.33835 -4.64057 -5.50321 -0.172 -0.253 0.290
H -0.52934 -4.54451 -3.89486 -0.115 -0.383 -0.214
H 0.96780 -5.56347 -4.04898 -0.303 0.292 -0.189
Ni 0.67164 0.46759 -0.65052 2.168 -0.329 -0.496
C 2.56530 0.38107 -1.09054 0.474 0.458 0.272
C -1.17400 0.54205 -0.76172 -1.350 0.401 0.585
H 2.64853 0.08856 -2.16007 0.255 0.224 0.466
H 2.89930 1.44454 -0.95348 0.230 -0.678 -0.311
H 3.19496 -0.29756 -0.47710 -0.291 0.394 -0.428
H -1.58784 -0.42056 -1.07278 -0.088 0.221 0.215
H -1.53689 1.42580 -1.31480 0.027 -0.462 0.273
C -0.30996 3.15400 3.96241 0.024 0.326 0.235
Si -1.55307 1.83343 3.47569 0.999 -1.217 -1.894
C -1.53713 0.46917 4.76511 -0.157 -0.051 0.361
C -3.26144 2.54342 3.24216 -0.580 0.345 0.197
C -1.06197 1.08139 1.85691 0.531 0.277 -0.141
C -0.92864 0.77354 0.64617 -2.373 0.395 0.633
H -0.59975 3.68427 4.88191 0.051 -0.042 -0.118
H -0.19894 3.89537 3.15984 -0.037 -0.166 0.138
H 0.67514 2.69750 4.12922 -0.236 0.046 -0.083
H -1.89782 0.80086 5.75149 0.068 -0.078 -0.180
H -2.16857 -0.36316 4.42686 0.129 0.156 0.075
H -0.51433 0.08656 4.88406 -0.217 0.088 -0.064
H -3.26327 3.29728 2.44284 0.091 -0.165 0.151
H -3.95986 1.75315 2.93467 0.214 0.105 0.068
H -3.66309 3.01407 4.14922 -0.008 0.003 -0.046
```
Positions in Å, forces in eV/Å.


[3]
# C9H20CuF6N4O12S6

A structure of composition C9H20CuF6N4O12S6 (wB97M-V/def2-TZVPD, OMol25).

Summary:
Spin multiplicity: 1
Charge: -1
Kohn-Sham gap: 5.87 eV
Energy relative to the best compared isomer or geometry (same formula, charge and spin): 698.3 kJ/mol
DFT total energy: -6105.29578 Ha

Geometry as XYZ:
```
58
Properties=species:S:1:pos:R:3:forces:R:3
Cu 3.80715 -0.63015 3.25882 0.257 -0.084 0.258
C -0.83539 0.81701 -0.67909 -1.047 0.571 0.134
C -1.60603 1.53064 -1.80611 0.788 0.466 0.254
C -2.86465 0.90038 -2.31281 -2.177 -1.060 -0.582
C -3.32068 1.54440 -3.63092 -0.236 -0.952 -0.691
N -4.72176 1.00921 -4.21845 0.224 2.370 0.430
C -4.85930 1.42148 -5.74656 -0.569 -1.228 0.320
C -5.82971 0.36823 -6.33495 1.095 -0.803 0.660
C -5.57877 -0.93588 -5.47445 -0.902 1.081 -0.744
C -4.80331 -0.51050 -4.23264 0.446 0.473 -0.229
C -5.90951 1.62875 -3.43360 -0.592 -1.482 -1.281
H 0.14379 1.26758 -0.51693 0.005 -0.149 -0.317
H -0.75916 -0.25362 -0.86888 0.126 0.065 0.149
H -1.39085 1.02557 0.23528 0.053 -0.539 0.237
H -0.90426 1.62190 -2.63514 -0.100 0.190 -0.294
H -1.88902 2.53241 -1.48287 0.394 0.239 0.010
H -3.78593 0.99244 -1.73761 0.320 0.646 1.179
H -2.83820 -0.18929 -2.30914 0.647 -0.196 -0.766
H -2.60826 1.38257 -4.43985 -0.021 -0.129 -0.031
H -3.38319 2.62053 -3.46921 -0.469 -0.005 -0.196
H -5.35548 2.37318 -5.93679 0.702 0.344 0.778
H -3.84069 1.37998 -6.13231 -0.221 0.062 -0.110
H -6.83636 0.78618 -6.32577 -0.062 -0.415 0.243
H -5.61438 0.03178 -7.34912 0.111 0.769 -0.134
H -6.55095 -1.39938 -5.30673 0.274 -0.221 0.351
H -4.96522 -1.59321 -6.09055 -0.136 -0.154 0.291
H -5.21608 -0.84797 -3.28194 0.218 -0.006 -0.092
H -3.76679 -0.81844 -4.37017 -0.087 -0.204 0.434
H -6.73205 0.99771 -3.77019 -0.280 0.025 0.095
H -6.19903 2.62496 -3.76804 0.800 0.093 0.151
H -5.90826 1.51020 -2.35006 0.793 0.124 -0.162
N 1.50326 -2.54664 5.73857 2.223 -5.079 0.142
S 0.49652 -1.95087 6.67113 -4.733 6.908 3.652
O 0.82983 -1.63685 8.06295 0.132 -1.274 -1.968
O -0.89721 -2.22702 6.44843 0.479 -0.689 -0.217
F 0.63535 -0.48521 5.98419 -0.019 0.267 -0.126
S 1.68351 -4.00934 6.61128 4.208 -2.103 0.863
O 0.55862 -4.87974 6.85541 0.514 1.376 -1.002
O 2.66257 -3.91988 7.69334 -1.745 0.434 -1.590
F 2.58919 -4.72927 5.48864 -0.954 0.278 -0.048
N 5.73033 -2.47147 0.63966 3.059 0.415 6.437
S 5.59902 -3.22243 -0.59160 -4.778 -0.830 -12.007
O 4.84612 -4.44315 -0.65080 1.368 -0.494 0.594
O 6.59761 -2.92932 -1.63972 -1.006 -1.312 2.178
F 4.36635 -2.26522 -1.09129 -0.223 0.686 -0.445
S 7.01102 -3.37524 1.18350 3.130 -0.916 5.796
O 8.29424 -2.74583 0.91104 -1.902 -1.441 -0.446
O 6.86139 -4.85493 1.37135 0.312 4.056 -1.648
F 6.80712 -2.91708 2.73074 -0.264 0.075 -0.318
N 4.93181 2.80249 4.37903 3.552 -2.618 1.889
S 4.45425 4.20253 4.66685 -6.005 6.885 -2.619
O 5.24058 5.24096 4.05496 0.920 -0.258 1.370
O 3.64927 4.50879 5.81086 1.266 -0.726 0.711
F 3.23808 4.29265 3.57577 -0.208 -1.262 -0.395
S 6.38138 3.00889 5.22972 6.552 -2.055 -0.984
O 6.38582 3.27761 6.63076 -1.736 0.304 -0.102
O 7.52954 3.60908 4.52530 -3.012 -0.569 0.328
F 6.93650 1.47799 5.22688 -1.485 0.054 -0.386
```
Positions in Å, forces in eV/Å.